{
  "formula": "C4H10N4O",
  "method": "the ωB97M-V functional and the def2-TZVPD basis",
  "relative_energy_ev": 7.626,
  "charge": 0,
  "homo_ev": [-8.098, -8.101],
  "largest_force_ev_per_a": 2.52,
  "multiplicity": 1,
  "energy_ev": -12310.90945,
  "orbital_gap_ev": [7.79, 7.80],
  "symbols": ["C", "C", "N", "O", "N", "H", "H", "H", "H", "H", "H", "C", "C", "N", "N", "H", "H", "H", "H"],
  "coordinates": [[1.73, 0.42, -0.39], [0.55, -0.17, 0.35], [0.65, -0.10, 1.77], [0.60, -1.87, -1.27], [0.14, -1.48, 0.02], [0.75, -2.81, -1.13], [-0.05, -0.69, 2.22], [0.95, 0.78, 2.16], [1.57, 0.44, -1.47], [2.62, -0.17, -0.19], [1.90, 1.45, -0.06], [-0.83, 0.96, -0.15], [-1.32, 1.89, 0.67], [-1.58, -0.96, -0.29], [-1.93, -1.21, -1.42], [-1.89, -2.23, -1.62], [-0.78, 1.16, -1.22], [-1.45, 1.72, 1.73], [-1.64, 2.86, 0.31]],
  "nbo_charge": [-0.635, 0.282, -0.857, -0.587, -0.146, 0.481, 0.393, 0.389, 0.232, 0.227, 0.222, -0.189, -0.467, 0.084, -0.367, 0.356, 0.185, 0.191, 0.204]
}

***

{
  "formula": "C4H10N4O2",
  "method": "the ωB97M-V functional and the def2-TZVPD basis",
  "relative_energy_ev": 2.627,
  "charge": 0,
  "homo_ev": -8.708,
  "largest_force_ev_per_a": 4.43,
  "multiplicity": 1,
  "energy_ev": -14363.09382,
  "orbital_gap_ev": 8.58,
  "smiles": "[H]/N=N/C(C)=O.CNC(N)=O",
  "symbols": ["H", "N", "N", "C", "C", "O", "H", "H", "H", "C", "N", "C", "N", "O", "H", "H", "H", "H", "H", "H"],
  "coordinates": [[2.15, 0.03, 2.22], [1.63, -0.74, 1.75], [0.48, -0.38, 1.50], [-0.47, -1.07, 0.45], [-0.13, -2.51, 0.13], [-1.65, -0.72, 0.50], [-0.77, -3.16, 0.73], [0.90, -2.81, 0.34], [-0.35, -2.71, -0.92], [-0.63, 0.85, -1.90], [0.34, 0.56, -0.86], [0.60, 1.48, 0.31], [-0.58, 2.10, 0.70], [1.69, 2.01, 0.46], [-1.60, 1.12, -1.47], [-0.78, -0.07, -2.47], [-0.25, 1.63, -2.55], [1.25, 0.26, -1.21], [-1.38, 1.48, 0.76], [-0.44, 2.64, 1.54]],
  "nbo_charge": [0.340, -0.288, -0.211, 0.696, -0.739, -0.615, 0.253, 0.237, 0.235, -0.409, -0.644, 0.800, -0.844, -0.642, 0.225, 0.205, 0.203, 0.399, 0.406, 0.395]
}